Below is a 16-piece molecular cluster, C72H216N30O16P10S6 overall, with properties calculated with wB97M-V/def2-TZVPD.

Properties
LUMO energy   0.31 eV
E_HOMO   -8.0 eV
Total charge   0
Calculated total energy   -313536.520 eV
Frontier orbital gap   8.3 eV

Atoms and positions in Å:
C  0.095  -5.787  0.950
S  -0.385  -4.175  0.453
O  -1.744  -4.367  -0.093
C  -0.610  -3.609  2.111
H  0.573  -6.301  0.140
H  -0.919  -6.204  1.189
H  0.680  -5.765  1.829
H  -1.160  -2.717  2.044
H  0.251  -3.509  2.727
H  -1.096  -4.472  2.733
C  -4.263  -5.203  2.812
S  -5.684  -4.258  2.307
O  -6.808  -5.209  2.163
C  -5.932  -3.314  3.810
H  -3.413  -4.562  3.106
H  -3.971  -5.649  1.878
H  -4.478  -6.006  3.519
H  -6.030  -4.029  4.652
H  -6.879  -2.781  3.722
H  -5.151  -2.583  4.026
C  -4.510  0.249  2.625
S  -3.790  1.610  1.916
O  -2.634  2.044  2.745
C  -5.074  2.757  2.185
H  -4.834  0.503  3.610
H  -3.753  -0.587  2.618
H  -5.332  0.072  1.955
H  -4.731  3.734  1.791
H  -5.200  2.908  3.239
H  -5.976  2.495  1.612
C  -2.194  -1.261  6.677
S  -1.819  -2.172  5.118
O  -3.154  -2.408  4.418
C  -1.113  -0.824  4.162
H  -2.865  -0.396  6.575
H  -1.281  -0.839  7.150
H  -2.713  -1.977  7.376
H  -0.062  -0.589  4.424
H  -1.741  0.090  4.302
H  -1.220  -1.114  3.118
C  3.329  3.384  -2.214
S  1.953  4.184  -1.388
O  0.823  3.245  -1.573
C  1.736  5.537  -2.589
H  4.211  4.041  -2.132
H  3.132  3.078  -3.263
H  3.468  2.379  -1.769
H  0.838  6.166  -2.359
H  1.550  5.072  -3.567
H  2.650  6.143  -2.575
C  0.316  1.502  1.401
S  0.924  0.050  0.620
O  0.963  -0.923  1.763
C  -0.404  -0.288  -0.505
H  0.243  2.311  0.640
H  1.174  1.792  1.985
H  -0.624  1.319  1.883
H  -0.286  -1.223  -1.045
H  -0.441  0.515  -1.211
H  -1.389  -0.371  0.039
O  -3.081  7.441  -0.445
P  -2.398  7.591  0.882
N  -3.278  8.358  2.097
C  -4.346  7.690  2.772
C  -3.575  9.782  1.831
N  -1.099  8.574  0.839
C  -0.404  8.881  2.113
C  -0.208  8.410  -0.353
N  -2.217  6.143  1.548
C  -1.232  6.056  2.635
C  -2.699  4.948  0.825
H  -4.247  7.826  3.824
H  -4.446  6.621  2.619
H  -5.315  8.094  2.499
H  -4.344  10.152  2.563
H  -3.919  9.861  0.810
H  -2.624  10.317  1.974
H  -1.040  8.555  2.939
H  0.551  8.375  2.206
H  -0.208  9.964  2.222
H  0.383  7.550  -0.344
H  -0.780  8.307  -1.250
H  0.482  9.306  -0.451
H  -1.241  5.054  3.110
H  -0.211  6.202  2.218
H  -1.305  6.736  3.493
H  -2.086  4.621  -0.067
H  -3.612  5.261  0.421
H  -2.805  4.101  1.511
O  3.120  -3.010  8.243
P  3.239  -3.167  6.779
N  2.892  -1.704  6.047
C  2.624  -0.444  6.799
C  3.155  -1.396  4.617
N  2.058  -4.303  6.191
C  1.338  -5.131  7.071
C  1.405  -4.086  4.896
N  4.688  -3.624  6.071
C  5.790  -2.720  6.355
C  5.078  -4.985  5.846
H  3.546  0.221  6.725
H  2.451  -0.669  7.862
H  1.753  0.106  6.410
H  2.195  -1.304  4.117
H  3.840  -2.003  4.110
H  3.564  -0.350  4.468
H  1.825  -5.268  8.020
H  0.360  -4.781  7.342
H  1.076  -6.089  6.670
H  2.089  -3.609  4.167
H  1.080  -5.020  4.505
H  0.539  -3.432  4.915
H  6.412  -3.029  7.178
H  6.463  -2.723  5.504
H  5.336  -1.739  6.474
H  5.644  -5.394  6.654
H  5.678  -4.927  4.950
H  4.161  -5.558  5.703
O  -2.232  4.530  -5.666
P  -3.475  4.790  -4.912
N  -3.450  3.936  -3.458
C  -4.563  3.680  -2.565
C  -2.233  4.171  -2.625
N  -4.960  4.340  -5.556
C  -5.541  5.043  -6.655
C  -5.101  2.869  -5.840
N  -3.541  6.435  -4.580
C  -4.532  6.975  -3.631
C  -3.007  7.390  -5.520
H  -5.540  3.769  -3.067
H  -4.503  4.378  -1.743
H  -4.471  2.715  -2.074
H  -2.148  3.407  -1.845
H  -2.334  5.175  -2.246
H  -1.304  4.137  -3.242
H  -6.680  5.009  -6.593
H  -5.438  6.093  -6.659
H  -5.174  4.727  -7.611
H  -4.198  2.530  -6.340
H  -5.196  2.345  -4.869
H  -6.058  2.626  -6.207
H  -5.179  7.740  -3.972
H  -5.193  6.141  -3.345
H  -4.075  7.370  -2.720
H  -2.543  8.246  -5.008
H  -3.820  7.796  -6.199
H  -2.137  6.923  -6.017
O  -6.707  0.806  -0.637
P  -6.529  -0.416  -1.528
N  -7.212  -1.723  -0.747
C  -7.219  -3.139  -1.060
C  -8.502  -1.416  -0.187
N  -5.030  -1.023  -1.797
C  -4.135  -0.180  -2.524
C  -4.319  -1.563  -0.669
N  -7.262  -0.264  -2.992
C  -7.983  1.039  -3.274
C  -7.073  -1.084  -4.190
H  -7.958  -3.267  -1.908
H  -7.435  -3.827  -0.266
H  -6.246  -3.350  -1.393
H  -9.341  -1.614  -0.840
H  -8.523  -0.387  0.213
H  -8.638  -2.011  0.742
H  -3.280  -0.755  -2.854
H  -4.675  0.145  -3.394
H  -3.735  0.634  -1.886
H  -4.035  -0.713  0.088
H  -4.944  -2.297  -0.232
H  -3.377  -2.204  -0.868
H  -8.982  0.711  -3.601
H  -7.916  1.624  -2.369
H  -7.511  1.597  -4.160
H  -6.852  -2.138  -3.908
H  -6.266  -0.750  -4.838
H  -8.055  -1.113  -4.679
O  1.463  0.656  -7.480
P  0.014  0.877  -7.303
N  -0.318  1.136  -5.690
C  -1.715  1.281  -5.220
C  0.519  2.188  -5.104
N  -1.152  -0.311  -7.686
C  -1.364  -0.664  -9.042
C  -1.217  -1.448  -6.751
N  -0.453  2.153  -8.230
C  -1.822  2.622  -8.321
C  0.490  3.012  -8.962
H  -2.373  0.640  -5.761
H  -2.063  2.294  -5.300
H  -1.883  1.184  -4.120
H  -0.090  3.042  -4.846
H  1.118  2.591  -5.888
H  1.019  1.838  -4.194
H  -2.301  -1.192  -9.164
H  -1.412  0.263  -9.628
H  -0.659  -1.246  -9.532
H  -0.570  -2.263  -7.101
H  -0.961  -1.068  -5.728
H  -2.268  -1.776  -6.706
H  -2.203  2.551  -9.321
H  -2.352  2.005  -7.542
H  -1.958  3.660  -7.936
H  0.523  4.048  -8.502
H  0.225  3.111  -9.968
H  1.515  2.607  -8.826
O  -2.611  -4.617  -6.241
P  -1.546  -5.248  -5.409
N  -1.698  -5.010  -3.779
C  -2.251  -3.728  -3.332
C  -0.993  -5.709  -2.697
N  0.038  -4.831  -5.925
C  0.277  -4.757  -7.369
C  1.310  -4.853  -5.149
N  -1.572  -6.992  -5.410
C  -0.591  -7.761  -6.226
C  -2.841  -7.611  -5.288
H  -2.296  -3.725  -2.236
H  -3.181  -3.479  -3.858
H  -1.548  -2.898  -3.539
H  -0.178  -5.062  -2.314
H  -0.668  -6.691  -3.004
H  -1.688  -5.814  -1.887
H  1.008  -4.001  -7.556
H  0.692  -5.681  -7.859
H  -0.707  -4.501  -7.775
H  2.134  -5.306  -5.732
H  1.609  -3.858  -4.889
H  1.180  -5.309  -4.217
H  -0.215  -8.634  -5.660
H  -1.030  -8.149  -7.160
H  0.316  -7.207  -6.450
H  -2.768  -8.624  -4.936
H  -3.317  -7.712  -6.264
H  -3.498  -6.947  -4.703
O  5.989  0.544  3.496
P  6.461  1.805  2.908
N  5.384  2.465  1.799
C  5.778  3.315  0.702
C  3.923  2.380  2.080
N  7.966  1.770  2.103
C  8.059  1.173  0.780
C  9.193  2.545  2.521
N  6.737  2.892  4.110
C  6.734  4.301  3.671
C  6.677  2.661  5.615
H  6.795  3.439  0.503
H  5.286  4.351  0.846
H  5.349  2.977  -0.234
H  3.611  3.398  2.436
H  3.703  1.625  2.852
H  3.310  2.104  1.234
H  8.308  1.916  0.048
H  8.835  0.377  0.778
H  7.066  0.829  0.408
H  9.691  2.999  1.614
H  8.985  3.349  3.196
H  9.991  1.943  2.967
H  6.009  4.838  4.287
H  7.774  4.656  3.813
H  6.401  4.554  2.682
H  7.489  3.278  6.078
H  6.965  1.661  5.737
H  5.769  2.877  6.183
O  3.015  -6.257  0.189
P  3.881  -7.425  -0.132
N  4.705  -7.422  -1.536
C  5.456  -6.263  -1.978
C  5.081  -8.569  -2.296
N  3.035  -8.860  -0.337
C  1.855  -8.863  -1.077
C  3.021  -9.806  0.786
N  4.968  -7.537  1.121
C  4.507  -7.343  2.478
C  6.261  -8.175  1.030
H  5.166  -5.348  -1.432
H  5.291  -6.084  -3.063
H  6.538  -6.448  -1.842
H  4.956  -8.320  -3.333
H  4.557  -9.551  -2.031
H  6.231  -8.705  -2.220
H  2.036  -8.086  -1.880
H  1.542  -9.849  -1.489
H  0.952  -8.560  -0.568
H  2.679  -10.740  0.313
H  4.025  -10.038  1.210
H  2.381  -9.483  1.596
H  3.503  -6.904  2.440
H  4.592  -8.298  3.014
H  5.163  -6.656  3.016
H  6.505  -8.210  -0.049
H  6.286  -9.158  1.485
H  7.055  -7.534  1.487
O  4.492  0.224  -1.453
P  3.987  -1.179  -1.383
N  4.007  -1.723  0.189
C  4.188  -0.832  1.331
C  3.685  -3.125  0.404
N  4.979  -2.331  -2.051
C  6.410  -2.284  -1.684
C  4.904  -2.784  -3.433
N  2.565  -1.336  -2.235
C  1.563  -2.351  -1.988
C  2.392  -0.581  -3.453
H  3.250  -0.646  1.853
H  4.725  0.045  1.018
H  4.871  -1.285  2.089
H  2.786  -3.311  1.022
H  4.624  -3.633  0.762
H  3.494  -3.645  -0.582
H  6.999  -1.761  -2.424
H  6.464  -1.718  -0.767
H  6.816  -3.304  -1.575
H  5.523  -3.693  -3.495
H  3.941  -3.083  -3.788
H  5.308  -2.089  -4.150
H  0.580  -1.969  -2.159
H  1.700  -3.170  -2.689
H  1.546  -2.862  -1.068
H  3.346  -0.032  -3.594
H  1.506  0.045  -3.473
H  2.305  -1.275  -4.330
O  1.057  6.205  5.907
P  0.042  5.209  6.237
N  0.061  3.829  5.320
C  -0.459  2.535  5.764
C  1.008  3.828  4.199
N  -1.544  5.870  6.022
C  -1.581  7.278  6.467
C  -2.728  5.082  6.262
N  0.180  4.524  7.763
C  1.473  3.880  7.881
C  -0.305  5.017  9.026
H  -1.214  2.278  4.992
H  -0.950  2.566  6.723
H  0.291  1.705  5.773
H  0.559  3.677  3.267
H  1.725  3.059  4.339
H  1.597  4.745  4.281
H  -0.638  7.746  6.275
H  -2.384  7.729  5.935
H  -1.893  7.196  7.507
H  -2.909  4.909  7.361
H  -3.612  5.615  5.802
H  -2.625  4.142  5.768
H  1.661  3.344  6.966
H  2.390  4.561  8.026
H  1.417  3.141  8.661
H  0.521  5.575  9.562
H  -0.530  4.148  9.690
H  -1.139  5.725  8.888